(1)
DFT (ωB97M-V/def2-TZVPD) results for a structure of composition C18H27CeN2O5P2S.

Structure (XYZ):
```
56
Properties=species:S:1:pos:R:3:forces:R:3
Ce 0.191609 0.172081 0.184995 1.306 -1.817 1.835
P 1.891279 -0.306638 -1.917568 0.442 0.544 0.812
C 0.710229 -0.985410 -3.018809 -0.641 -1.121 -0.856
C -0.517436 -1.585605 -2.586880 -0.256 -0.068 -0.023
N -1.074287 -1.273472 -1.353777 -0.180 0.020 -0.346
C -2.232955 -1.855836 -0.973986 0.788 0.553 0.625
C -2.859345 -2.804932 -1.754784 -0.273 -0.521 -0.732
C -2.336395 -3.141772 -3.004355 0.577 0.680 0.446
C -1.164391 -2.514705 -3.437779 -0.278 0.077 0.488
C -2.839344 -1.539898 0.392269 0.047 -0.141 0.048
P -2.410114 0.125401 1.109581 -1.541 -0.694 -0.463
H -0.712845 -2.748707 -4.396195 -0.143 0.005 0.097
H -3.757503 -3.274787 -1.362063 0.116 0.029 -0.249
H -2.823295 -3.867987 -3.621626 -0.179 -0.291 -0.231
H -3.935655 -1.611499 0.297838 0.347 -0.012 0.162
H -2.521482 -2.320555 1.110366 -0.080 0.265 -0.258
H -0.572508 0.809376 -4.509796 -0.431 0.887 -0.039
H 0.975800 -1.242262 -4.045861 0.058 0.201 0.110
H -1.443355 2.971247 -2.824482 0.184 0.273 0.416
O -0.976708 1.703166 -4.564538 0.465 -0.997 -0.196
H -1.020853 1.864498 -5.521289 -0.085 0.163 0.322
H 0.292789 1.984663 -0.001951 0.157 1.026 -0.006
O -1.228913 3.328277 -1.936729 0.175 -0.749 -0.488
H -1.922877 2.999929 -1.361902 -0.292 0.218 0.003
C -3.627605 1.227824 0.308573 0.368 0.280 0.176
H -4.657579 1.007197 0.601698 0.155 -0.039 0.040
H -3.364920 2.243793 0.631733 -0.295 -0.079 -0.198
H -3.539175 1.153219 -0.784784 0.001 0.025 0.280
C -2.708583 0.071374 2.890868 0.187 0.132 -0.100
H -2.482032 1.082988 3.241555 -0.078 -0.140 0.217
H -3.734040 -0.186166 3.150080 -0.028 -0.019 -0.055
H -2.011582 -0.634463 3.355050 -0.087 0.089 0.038
C 3.177763 -1.511499 -1.446956 0.053 -0.152 -0.345
H 3.822709 -1.731935 -2.308719 -0.060 -0.032 0.327
H 3.765691 -1.063387 -0.628290 -0.156 -0.192 -0.341
H 2.690367 -2.431958 -1.079814 0.235 0.415 -0.166
C 2.601052 1.279060 -2.468483 0.027 -0.248 -0.221
H 3.283243 1.603873 -1.662290 -0.200 -0.049 -0.435
H 3.154587 1.148304 -3.408481 -0.079 0.249 0.258
H 1.786881 2.017845 -2.584746 0.393 -0.295 -0.022
O 2.412550 -2.620868 5.610997 -0.592 0.087 -0.944
S 1.494546 -1.748930 4.931882 0.971 0.775 1.577
O 0.406060 -1.214056 5.721472 0.327 -0.379 -1.305
N 1.010552 -2.280178 3.472878 -0.630 -0.054 -2.787
C 1.420607 -1.552796 2.436205 -0.298 -1.278 3.654
O 1.001433 -1.724470 1.221881 -0.577 1.527 -1.173
C 2.317304 -0.432427 2.836248 -0.475 0.824 -0.099
C 2.811903 0.646400 2.089998 -0.221 -0.618 0.304
C 3.501517 1.641682 2.790194 0.176 0.472 -0.341
C 3.657260 1.602987 4.185873 -0.099 -0.186 0.051
C 3.074346 0.572975 4.938291 0.101 -0.024 -0.551
C 2.409121 -0.401270 4.217377 0.306 0.290 0.640
H 2.695376 0.656424 0.985115 0.487 0.171 0.480
H 3.930103 2.466581 2.213931 -0.094 -0.221 0.359
H 4.223154 2.374199 4.710195 -0.172 -0.107 -0.350
H 3.123842 0.495597 6.029339 0.071 0.244 -0.447
```
Positions in Å, forces in eV/Å.

The HOMO-LUMO gap (alpha / beta) is 6.36 / 5.70 eV. The value obtained for the LUMO energy (alpha / beta) is -0.3024 / -0.3267 Ha. The expectation value of S² is 0.79. The highest occupied orbital energy (alpha / beta) is -14.59 / -14.59 eV. As for the total energy: -74644.920 eV. Its spin multiplicity is 2. The net charge is +2.

(2)
DFT (ωB97M-V/def2-TZVPD) results for the ion CH4N2P with charge +1.

Structure (XYZ):
```
8
Properties=species:S:1:pos:R:3:forces:R:3
C 2.398306 0.042156 0.096624 -0.557 -0.346 -0.911
N -1.140707 -0.071272 0.381948 -2.751 -2.219 2.153
N 1.339464 0.462898 -0.079746 2.919 -0.639 0.894
P -0.324686 1.235371 0.113725 1.548 2.475 -2.061
H 3.370931 -0.492240 0.062827 -0.902 0.722 0.293
H -1.584129 -0.481937 -0.444511 -0.093 -0.553 1.187
H -1.490695 -0.218758 1.388372 0.300 -0.137 -2.563
H -0.285847 1.080898 -1.350913 -0.463 0.697 1.010
```
Positions in Å, forces in eV/Å.

The HOMO-LUMO gap is 10.74 eV. The value obtained for the LUMO energy is -0.1636 Ha. The highest occupied orbital energy is -15.19 eV. As for the total energy: -13362.292 eV. The structure (SMILES) is C#[N+]PN. The relative energy (zero: lowest compared OMol25 entry of this formula, charge and spin) is 4.8 kcal/mol. The net charge is +1.

(3)
DFT (ωB97M-V/def2-TZVPD) results for a cluster of 2 separate species, C3H11NOS in total.

Structure (XYZ):
```
17
Properties=species:S:1:pos:R:3:forces:R:3
C 0.434102 0.766657 -0.981905 -0.776 -1.536 -0.668
C 1.112736 0.019216 0.160606 0.004 0.023 -0.324
C 0.634521 0.537674 1.498433 0.402 -0.505 0.537
S 1.577802 -0.222985 2.880674 0.124 0.359 -0.174
N 0.529368 0.095179 -2.308613 0.167 -0.565 0.708
H 0.737072 1.774438 -1.096392 0.566 1.046 0.084
H -0.638965 0.786066 -0.763298 0.015 0.222 0.066
H 0.857498 -1.031419 0.034627 -0.149 -0.212 0.218
H 2.198841 0.041291 0.073408 0.148 0.314 0.025
H -0.363116 0.183693 1.704293 -0.567 0.315 -0.337
H 0.687918 1.625129 1.550279 0.020 -0.073 0.045
H 0.948839 0.499278 3.816779 0.085 -0.111 0.131
H 1.450334 -0.334757 -2.398663 0.135 0.467 -0.110
H -0.049790 -0.742828 -2.241089 -0.187 0.249 -0.205
H -3.127221 -0.623903 -0.828244 -0.109 0.187 -0.229
H -3.344051 -1.944351 -0.173572 -0.161 -0.263 0.005
O -3.645887 -1.428376 -0.927324 0.283 0.084 0.227
```
Positions in Å, forces in eV/Å.

The HOMO-LUMO gap is 9.69 eV. The value obtained for the LUMO energy is 0.0163 Ha. The highest occupied orbital energy is -9.25 eV. As for the total energy: -17661.847 eV. The structure (SMILES) is NCCCS.O. The relative energy (zero: lowest compared OMol25 entry of this formula, charge and spin) is 13.2 kcal/mol.

(4)
DFT (ωB97M-V/def2-TZVPD) results for a cluster of 2 separate species, C4H6O2 in total.

Structure (XYZ):
```
12
Properties=species:S:1:pos:R:3:forces:R:3
O -1.080046 -1.369974 -0.889047 -0.687 0.331 -0.238
C -1.317790 -0.179570 -0.839043 -0.499 -0.490 -0.352
C 0.288066 1.121888 0.440103 0.663 0.270 0.061
O -0.422284 1.311829 1.591774 0.068 -0.133 0.274
C 1.152964 0.141721 0.231038 -0.240 -0.115 -0.019
C 1.491761 -1.067348 -0.113879 -0.086 0.167 0.005
H 0.621022 -1.600748 -0.529898 0.626 -0.298 0.050
H -1.919664 0.253721 -0.024911 0.062 -0.029 -0.036
H -1.071704 0.503049 -1.672195 -0.004 -0.151 -0.006
H 0.156090 1.949536 -0.249974 0.145 -0.053 0.119
H -0.352460 0.501465 2.117478 0.000 0.182 0.022
H 2.454044 -1.565572 -0.061446 -0.047 0.321 0.121
```
Positions in Å, forces in eV/Å.

The HOMO-LUMO gap is 9.98 eV. The value obtained for the LUMO energy is 0.0293 Ha. The highest occupied orbital energy is -9.18 eV. As for the total energy: -8336.705 eV. The structure (SMILES) is C=C=CO.C=O. The relative energy (zero: lowest compared OMol25 entry of this formula, charge and spin) is 86.6 kcal/mol.